# 1
Molecular formula: C37H56Br2F19IN3O2
Method: DFT, wB97M-V/def2-TZVPD

Results
E_HOMO in eV: -12.151
Net charge: +1
Relative energy (zero: lowest compared OMol25 entry of this formula, charge and spin) in eV: 0.0000
Kohn-Sham gap in eV: 8.037
DFT total energy in a.u.: -9101.0941

CARTESIAN COORDINATES (ANGSTROEM)
C: 0.917 0.349 3.068
C: 0.222 1.243 2.373
N: -0.028 1.078 0.963
C: 1.169 1.212 0.110
C: 2.155 0.044 0.186
C: 3.139 0.088 -1.005
C: 4.631 0.093 -0.592
C: 5.266 1.472 -0.741
C: 4.715 2.518 0.252
C: 5.768 3.562 0.667
C: -1.216 0.823 0.456
N: -2.394 0.726 1.163
I: -2.908 2.311 2.437
C: -3.503 0.518 0.171
C: -2.815 0.889 -1.143
C: -3.421 0.467 -2.480
C: -3.778 1.631 -3.432
C: -5.285 1.693 -3.706
C: -6.080 2.003 -2.414
C: -7.367 2.825 -2.646
C: -8.634 1.957 -2.641
C: -9.920 2.791 -2.418
C: -10.510 2.599 -1.018
C: -12.006 2.956 -0.957
C: -12.530 3.041 0.496
C: -13.594 1.972 0.785
N: -1.396 0.566 -0.879
C: -0.783 -0.635 -1.469
C: -1.656 -1.904 -1.452
C: -1.055 -3.043 -0.652
F: 0.135 -3.412 -1.195
Br: -0.780 -2.526 1.201
C: -1.973 -4.291 -0.640
F: -1.482 -5.217 0.179
F: -3.186 -3.942 -0.196
Br: -2.134 -5.079 -2.397
H: 1.062 -0.648 2.672
H: 1.356 0.599 4.024
H: -0.166 2.141 2.831
H: 1.689 2.112 0.446
H: 0.864 1.393 -0.919
H: 2.745 0.151 1.097
H: 1.642 -0.916 0.250
H: 2.966 1.017 -1.561
H: 2.936 -0.721 -1.707
H: 4.737 -0.279 0.426
H: 5.142 -0.568 -1.293
H: 5.108 1.847 -1.757
H: 6.346 1.406 -0.588
H: 4.395 1.988 1.153
H: 3.859 3.046 -0.176
H: 6.576 3.637 -0.061
H: 5.331 4.557 0.768
H: 6.212 3.306 1.629
H: -4.296 1.245 0.326
H: -3.958 -0.469 0.259
H: -2.850 1.985 -1.126
H: -2.739 -0.200 -3.012
H: -4.304 -0.144 -2.274
H: -3.215 1.521 -4.359
H: -3.483 2.587 -2.991
H: -5.582 0.715 -4.092
H: -5.487 2.459 -4.456
H: -6.360 1.038 -1.979
H: -5.412 2.488 -1.694
H: -7.276 3.321 -3.614
H: -7.440 3.569 -1.850
H: -8.541 1.224 -1.835
H: -8.687 1.409 -3.584
H: -10.664 2.522 -3.169
H: -9.645 3.843 -2.520
H: -9.956 3.182 -0.277
H: -10.423 1.546 -0.729
H: -12.533 2.145 -1.463
H: -12.161 3.900 -1.481
H: -11.692 2.853 1.171
H: -12.922 4.035 0.708
H: -13.112 0.991 0.814
H: -14.320 1.933 -0.030
H: -14.109 2.157 1.725
H: -0.446 -0.412 -2.479
H: 0.121 -0.839 -0.900
H: -2.671 -1.740 -1.098
H: -1.749 -2.272 -2.477
C: 6.934 -6.302 -1.272
C: 8.290 -6.115 -1.973
C: 9.219 -5.001 -1.477
F: 8.658 -3.786 -1.646
F: 10.359 -5.040 -2.197
F: 8.104 -5.999 -3.304
F: 8.980 -7.270 -1.750
O: 5.784 -5.769 -1.908
C: 5.332 -4.502 -1.700
C: 5.330 -3.687 -2.999
F: 6.570 -3.582 -3.502
F: 4.876 -2.439 -2.720
F: 5.991 -3.867 -0.716
F: 4.036 -4.590 -1.310
H: 6.764 -7.377 -1.300
H: 6.982 -6.025 -0.219
H: 9.463 -5.145 -0.421
H: 4.680 -4.155 -3.740
C: 5.517 0.179 6.111
C: 6.831 0.232 6.910
C: 7.591 1.562 6.972
F: 8.002 1.945 5.747
F: 8.681 1.395 7.749
F: 7.654 -0.752 6.497
F: 6.482 -0.035 8.201
O: 5.559 -0.377 4.806
C: 5.810 0.358 3.688
C: 7.079 -0.129 2.975
F: 8.138 -0.004 3.790
F: 7.297 0.621 1.871
F: 5.840 1.677 3.932
F: 4.770 0.150 2.831
H: 4.896 -0.522 6.667
H: 4.998 1.138 6.130
H: 6.964 2.345 7.407
H: 6.970 -1.176 2.684

# 2
Molecular formula: C37H56IN2O5PS2Y
Method: DFT, wB97M-V/def2-TZVPD

Results
E_HOMO in eV: -10.246
Net charge: +1
Relative energy (zero: lowest compared OMol25 entry of this formula, charge and spin) in eV: 0.6302
Kohn-Sham gap in eV: 8.526
DFT total energy in a.u.: -3403.0032

CARTESIAN COORDINATES (ANGSTROEM)
Y: 0.099 -0.634 -0.566
O: 0.084 -1.163 1.682
S: 0.112 -2.222 2.758
C: 1.513 -1.670 3.772
C: 2.867 -1.717 3.062
C: 3.780 -0.534 3.382
C: 3.387 0.789 2.738
S: 3.282 0.865 0.920
O: 2.115 -0.015 0.561
C: 4.755 -0.048 0.490
C: 4.641 -1.235 -0.211
C: 5.798 -1.917 -0.564
C: 7.040 -1.408 -0.222
C: 7.138 -0.203 0.464
C: 5.993 0.490 0.816
C: 0.830 -3.718 2.105
C: 1.531 -3.766 0.912
C: 2.091 -4.966 0.504
C: 1.955 -6.102 1.293
C: 1.244 -6.045 2.483
C: 0.668 -4.850 2.890
H: 1.494 -2.268 4.684
H: 1.212 -0.655 4.045
H: 2.721 -1.762 1.984
H: 3.375 -2.642 3.339
H: 4.797 -0.783 3.074
H: 3.826 -0.371 4.463
H: 4.090 1.579 3.015
H: 2.397 1.137 3.042
H: 3.664 -1.591 -0.504
H: 5.724 -2.840 -1.122
H: 7.938 -1.941 -0.503
H: 8.108 0.203 0.714
H: 6.071 1.438 1.332
H: 1.620 -2.897 0.269
H: 2.625 -5.015 -0.435
H: 2.393 -7.036 0.972
H: 1.124 -6.932 3.088
H: 0.089 -4.808 3.803
C: 1.372 4.126 0.983
C: 0.437 3.967 -0.218
C: -0.366 5.256 -0.407
C: 1.308 3.733 -1.457
P: -0.671 2.460 -0.004
C: -1.976 2.786 -1.250
C: -3.246 3.310 -1.013
C: -4.141 3.508 -2.055
C: -3.779 3.202 -3.358
C: -2.516 2.688 -3.611
C: -1.631 2.476 -2.566
C: -1.459 2.507 1.699
C: -2.564 1.443 1.676
C: -2.013 3.846 2.199
C: -0.408 2.032 2.717
H: 2.109 4.895 0.745
H: 1.920 3.207 1.196
H: 0.850 4.443 1.885
H: 0.328 6.095 -0.494
H: -1.031 5.460 0.432
H: -0.964 5.224 -1.317
H: 1.981 4.584 -1.577
H: 0.718 3.656 -2.369
H: 1.906 2.825 -1.370
H: -3.559 3.570 -0.014
H: -5.120 3.917 -1.846
H: -4.472 3.370 -4.171
H: -2.218 2.449 -4.623
H: -0.654 2.055 -2.777
H: -3.317 1.634 0.916
H: -3.058 1.415 2.650
H: -2.149 0.447 1.491
H: -2.752 4.296 1.540
H: -1.219 4.577 2.350
H: -2.492 3.684 3.168
H: 0.076 1.112 2.386
H: -0.916 1.823 3.663
H: 0.351 2.788 2.915
I: 1.911 -0.013 -2.782
C: -1.590 -0.739 -4.062
N: -2.795 -1.061 -3.316
C: -3.687 -2.005 -3.971
C: -2.936 -0.725 -2.022
O: -1.963 -0.351 -1.310
N: -4.176 -0.813 -1.482
C: -5.362 -0.400 -2.210
C: -4.329 -1.025 -0.056
H: -1.876 -0.459 -5.077
H: -0.905 -1.587 -4.089
H: -1.073 0.096 -3.602
H: -3.077 -2.732 -4.507
H: -4.350 -1.516 -4.689
H: -4.288 -2.530 -3.233
H: -5.076 0.046 -3.159
H: -5.883 0.362 -1.626
H: -6.051 -1.229 -2.390
H: -3.381 -1.350 0.364
H: -5.069 -1.810 0.109
H: -4.671 -0.121 0.450
C: -1.379 -4.543 -1.652
C: -0.901 -3.216 -1.129
O: -1.295 -2.783 -0.023
O: -0.094 -2.525 -1.840
H: -1.489 -5.249 -0.832
H: -0.703 -4.927 -2.411
H: -2.366 -4.405 -2.099

# 3
Molecular formula: C37H57F3N4O15S3
Method: DFT, wB97M-V/def2-TZVPD

Results
E_HOMO in eV: -8.979
Kohn-Sham gap in eV: 7.937
DFT total energy in a.u.: -4285.8205
SMILES: CCCCCCCCCCCCc1c(CC(=O)F)c(CCCN)c2nc(C)c(C(=O)NC(=O)F)nc2c1CCCF.O=S1(=O)OCCO1.O=S1(=O)OCCO1.O=S1(=O)OCCO1

CARTESIAN COORDINATES (ANGSTROEM)
C: -3.411 -4.500 7.256
C: -4.264 -3.810 6.190
C: -3.523 -3.592 4.879
C: -3.266 -4.880 4.122
C: -2.215 -4.741 3.010
C: -2.825 -4.537 1.635
C: -1.787 -4.074 0.613
C: -2.197 -4.393 -0.824
C: -3.218 -3.384 -1.365
C: -2.837 -2.851 -2.735
C: -3.922 -1.993 -3.395
C: -3.879 -0.450 -3.183
C: -2.951 0.103 -2.123
C: -1.645 0.592 -2.492
C: -1.187 0.535 -3.923
C: -0.102 -0.457 -4.159
O: 0.129 -1.446 -3.571
F: 0.660 -0.109 -5.193
C: -0.798 1.160 -1.550
C: 0.525 1.793 -1.907
C: 0.362 3.343 -1.979
C: 1.199 4.157 -0.978
N: 0.406 4.978 -0.044
C: -1.200 1.214 -0.188
N: -0.345 1.752 0.733
C: -0.745 1.806 1.976
C: 0.199 2.459 2.943
C: -2.031 1.326 2.354
C: -2.605 1.409 3.748
O: -3.733 1.735 3.880
N: -1.843 1.066 4.934
C: -1.252 -0.202 4.976
O: -1.243 -0.893 5.906
F: -0.723 -0.612 3.831
N: -2.860 0.802 1.488
C: -2.463 0.722 0.182
C: -3.364 0.177 -0.791
C: -4.731 -0.264 -0.319
C: -5.839 0.792 -0.461
C: -5.445 2.130 0.109
F: -6.515 3.006 0.041
H: -2.357 -4.264 7.151
H: -3.551 -5.575 7.255
H: -3.722 -4.159 8.239
H: -5.175 -4.382 6.030
H: -4.559 -2.832 6.562
H: -2.599 -3.072 5.108
H: -4.143 -2.942 4.258
H: -2.930 -5.644 4.822
H: -4.207 -5.224 3.698
H: -1.544 -3.923 3.264
H: -1.630 -5.658 2.978
H: -3.285 -5.462 1.295
H: -3.623 -3.798 1.721
H: -0.827 -4.526 0.861
H: -1.661 -3.000 0.736
H: -2.623 -5.391 -0.832
H: -1.301 -4.383 -1.439
H: -4.199 -3.847 -1.425
H: -3.290 -2.563 -0.657
H: -1.871 -2.363 -2.699
H: -2.705 -3.730 -3.366
H: -3.841 -2.157 -4.466
H: -4.883 -2.393 -3.088
H: -4.877 -0.146 -2.901
H: -3.712 0.023 -4.138
H: -1.979 0.303 -4.622
H: -0.805 1.502 -4.234
H: 1.264 1.539 -1.158
H: 0.902 1.448 -2.858
H: -0.682 3.608 -1.855
H: 0.683 3.641 -2.972
H: 1.840 3.505 -0.402
H: 1.848 4.839 -1.516
H: -0.476 5.246 -0.453
H: 0.241 4.457 0.802
H: 0.554 1.748 3.678
H: 1.074 2.777 2.394
H: -0.260 3.297 3.461
H: -1.196 1.797 5.201
H: -5.015 -1.119 -0.922
H: -4.693 -0.624 0.699
H: -6.688 0.445 0.121
H: -6.191 0.884 -1.483
H: -4.594 2.574 -0.405
H: -5.157 2.004 1.150
O: 6.075 3.138 -2.819
S: 5.130 2.898 -1.786
O: 3.738 3.003 -2.032
O: 5.536 3.802 -0.534
C: 5.717 2.980 0.632
C: 6.171 1.645 0.081
O: 5.398 1.486 -1.117
H: 4.756 2.895 1.144
H: 6.446 3.435 1.296
H: 5.969 0.821 0.759
H: 7.229 1.652 -0.189
O: 9.414 8.266 -3.428
S: 9.979 6.980 -3.236
O: 11.118 6.791 -2.416
O: 10.240 6.331 -4.675
C: 9.558 5.073 -4.787
C: 8.349 5.220 -3.890
O: 8.844 5.960 -2.762
H: 10.227 4.284 -4.436
H: 9.292 4.891 -5.824
H: 7.945 4.269 -3.561
H: 7.561 5.803 -4.371
O: 4.542 -3.180 1.023
S: 3.793 -2.393 0.114
O: 3.923 -0.981 0.067
O: 2.250 -2.767 0.261
C: 1.715 -3.170 -1.014
C: 2.895 -3.781 -1.739
O: 3.998 -2.939 -1.371
H: 1.340 -2.284 -1.529
H: 0.905 -3.876 -0.865
H: 2.773 -3.777 -2.818
H: 3.099 -4.797 -1.394

# 4
Molecular formula: C37H57FeN4O4PS2Te
Method: DFT, wB97M-V/def2-TZVPD

Results
E_HOMO (alpha / beta) in eV: -6.666 / -6.809
Relative energy (zero: lowest compared OMol25 entry of this formula, charge and spin) in eV: 0.0000
Kohn-Sham gap (alpha / beta) in eV: 6.609 / 6.748
DFT total energy in a.u.: -4633.6431
Multiplicity: 5

CARTESIAN COORDINATES (ANGSTROEM)
Fe: 1.895 0.830 -0.254
N: 1.260 3.123 2.483
C: 0.113 3.758 3.224
C: -0.728 2.626 3.817
C: -1.313 1.752 2.708
N: -0.211 1.030 2.054
C: -2.084 2.596 1.696
C: -1.336 3.814 1.146
N: -0.267 3.430 0.211
C: -0.723 4.622 2.285
H: 2.051 2.885 3.081
H: 1.570 3.635 1.658
H: 0.860 2.176 2.115
H: 0.516 4.388 4.018
H: -1.538 3.069 4.401
H: -0.129 2.019 4.502
H: -2.024 1.039 3.140
H: -0.466 0.707 1.119
H: 0.090 0.238 2.610
H: -2.987 2.957 2.197
H: -2.413 1.959 0.869
H: -2.088 4.442 0.653
H: -0.095 4.183 -0.446
H: -0.523 2.605 -0.331
H: -1.522 5.066 2.886
H: -0.126 5.446 1.884
C: 6.949 -0.878 3.602
C: 6.228 0.297 2.982
O: 5.669 -0.054 1.699
P: 4.179 -0.578 1.533
S: 3.795 -0.678 -0.406
S: 2.871 0.499 2.545
O: 4.296 -2.044 2.151
C: 3.141 -2.909 2.135
C: 3.572 -4.268 2.627
H: 7.397 -0.570 4.548
H: 7.740 -1.236 2.943
H: 6.260 -1.699 3.791
H: 6.916 1.117 2.777
H: 5.431 0.669 3.629
H: 2.752 -2.958 1.116
H: 2.374 -2.472 2.778
H: 4.413 -4.634 2.038
H: 2.747 -4.973 2.528
H: 3.874 -4.229 3.674
C: 4.279 4.071 -1.627
C: 4.963 4.053 -0.263
C: 4.361 2.811 0.363
O: 2.989 2.776 -0.113
C: 2.864 3.637 -1.287
H: 4.748 3.347 -2.295
H: 4.295 5.049 -2.104
H: 4.694 4.945 0.309
H: 6.049 3.990 -0.321
H: 4.338 2.813 1.452
H: 4.871 1.909 0.029
H: 2.245 4.493 -1.000
H: 2.362 3.073 -2.067
C: -7.001 -5.401 0.335
C: -5.862 -4.424 0.206
C: -4.541 -4.842 0.276
C: -3.481 -3.949 0.162
C: -2.084 -4.511 0.210
C: -3.731 -2.580 -0.031
Te: -2.078 -1.163 -0.149
N: -0.062 0.525 -0.756
C: 0.254 0.918 -1.941
O: 1.502 1.181 -2.241
C: -0.742 1.147 -3.044
C: -2.078 1.402 -2.752
C: -2.988 1.637 -3.772
C: -2.570 1.619 -5.096
C: -1.234 1.377 -5.393
C: -0.325 1.148 -4.371
C: -1.653 -1.891 -2.096
C: -2.661 -1.734 -3.046
C: -2.492 -2.171 -4.350
C: -1.302 -2.785 -4.713
C: -0.302 -2.948 -3.769
C: -0.449 -2.502 -2.455
C: 0.696 -2.677 -1.499
C: -5.065 -2.150 -0.117
C: -5.477 -0.715 -0.365
C: -6.101 -3.075 0.006
H: -6.639 -6.396 0.593
H: -7.559 -5.479 -0.600
H: -7.705 -5.085 1.108
H: -4.327 -5.896 0.427
H: -2.085 -5.510 0.645
H: -1.417 -3.875 0.793
H: -1.664 -4.580 -0.797
H: -2.398 1.409 -1.717
H: -4.028 1.828 -3.534
H: -3.280 1.800 -5.893
H: -0.902 1.370 -6.424
H: 0.719 0.961 -4.583
H: -3.590 -1.259 -2.759
H: -3.280 -2.023 -5.077
H: -1.154 -3.136 -5.726
H: 0.625 -3.434 -4.052
H: 1.428 -3.383 -1.893
H: 0.355 -3.020 -0.522
H: 1.200 -1.724 -1.347
H: -4.634 -0.031 -0.333
H: -6.214 -0.393 0.373
H: -5.945 -0.622 -1.349
H: -7.126 -2.722 -0.061

> Which formula does entry 3 have?

C37H57F3N4O15S3

> DFT total energy of number 2 (C37H56IN2O5PS2Y)?

-3403.0032 a.u.